Formula: C5H6O2
Source: the Open Molecules 2025 dataset
Level of theory: ωB97M-V/def2-TZVPD

```
13
Properties=species:S:1:pos:R:3:forces:R:3
C -2.64201 0.93958 0.35470 0.4576 -0.0284 -0.1798
C -1.50578 0.87475 -0.04229 -0.4521 -0.0512 0.1620
C -0.13574 0.78306 -0.44967 -0.0055 -0.3333 0.2268
O 0.33438 1.78814 -1.24217 0.1114 0.0651 -0.0346
C 0.69309 -0.20568 -0.07913 -0.2665 0.0091 -0.0857
C 0.36583 -1.50892 0.56340 -0.0521 -0.0095 0.0461
O 2.01133 -0.06641 -0.52629 0.1083 0.0101 0.1783
H -3.64860 0.99554 0.70746 0.1818 0.0033 -0.0905
H 1.20263 1.45334 -1.53625 -0.2064 0.3134 -0.0401
H 1.13286 -1.79406 1.29074 -0.1179 0.1071 -0.0517
H 0.34577 -2.28924 -0.20757 -0.0075 0.0412 0.1390
H -0.60898 -1.48203 1.05577 0.1217 0.0265 -0.0992
H 2.45521 0.51191 0.11130 0.1273 -0.1534 -0.1705
```
Positions in Å, forces in eV/Å.

Summary:
- Gap between HOMO and LUMO: 9.030 eV
- Multiplicity: 1
- Highest occupied orbital energy: -8.412 eV
- SMILES string: C#C/C(O)=C(\C)O

---

Formula: C4H6N2S
Source: the Open Molecules 2025 dataset
Level of theory: ωB97M-V/def2-TZVPD

```
13
Properties=species:S:1:pos:R:3:forces:R:3
C -0.40585 2.11809 -1.24010 -0.1212 -0.9364 -0.2016
C 0.87985 -0.39676 1.79791 2.0013 3.6501 -4.8448
C -0.13069 0.17127 0.44578 -0.0491 -4.1352 -2.0961
C -0.43177 0.73871 -1.08428 2.8326 -3.5321 0.4688
N -0.45588 3.25540 -1.24455 0.0042 1.9633 -0.1425
N -0.59224 -1.84077 -2.10200 0.1045 1.1638 -1.4378
S -0.54692 -0.31968 -2.45826 -0.3653 -0.0150 3.1344
H 0.31369 -0.25586 2.64821 -1.1757 0.5878 1.5628
H 0.98224 -1.36420 1.52634 0.4718 -3.1936 -0.3227
H -0.73575 -0.79098 0.33282 0.1136 1.4323 0.6297
H -0.59947 0.90688 0.91496 -2.6992 2.7549 2.3211
H 1.90003 0.08080 1.77086 -1.2387 -0.3205 0.4354
H -0.17725 -2.30290 -1.30769 0.1213 0.5805 0.4932
```
Positions in Å, forces in eV/Å.

Summary:
- Gap between HOMO and LUMO (alpha / beta): 7.639 / 7.633 eV
- Multiplicity: 1
- Highest occupied orbital energy (alpha / beta): -8.866 / -8.968 eV